Entry 1:
Computed, not measured: a 2-piece molecular cluster, C6H9N2O2 overall at a distorted geometry, with ωB97M-V/def2-TZVPD.

total charge: -1
HOMO: -4.8 eV
spin multiplicity: 1
ΔE to the lowest compared entry with this formula, charge and spin: 45.9 kcal/mol

Each line ends with the Löwdin charge.
Atoms and positions in Å:
C1 -1.93264 3.61915 0.59554  -0.05
C2 0.28378 1.27290 -1.27486  -0.17
C3 -1.04855 1.19612 0.51381  -0.09
C4 -1.17050 2.43341 -0.09896  -0.35
N1 -0.30765 0.40025 -0.35045  0.04
N2 -0.27941 2.53411 -1.17439  0.05
H1 0.13774 -0.46289 0.03805  0.08
H2 1.13031 0.97119 -1.80830  0.07
H3 -1.24486 0.67348 1.40906  0.10
H4 -2.58297 3.25582 1.36629  0.06
H5 -2.37496 4.29610 -0.13131  0.06
H6 -1.09862 4.13786 0.96753  0.04
C5 1.69132 -2.35937 -0.93525  -0.05
C6 0.97470 -2.81043 0.54046  -0.76
O1 0.45786 -1.84457 1.12042  -0.11
O2 0.98136 -3.98380 0.91530  -0.07
H7 2.85565 -2.84207 -0.74851  0.11
H8 1.92836 -1.33617 -0.96224  -0.03
H9 1.05636 -2.71773 -1.78689  0.05

---

Entry 2:
Computed, not measured: a 2-piece molecular cluster, C6H9N2O2 overall at a distorted geometry, with ωB97M-V/def2-TZVPD.

HOMO (alpha / beta): -8.4 / -8.3 eV
spin multiplicity: 2
ΔE to the lowest compared entry with this formula, charge and spin: 24.3 kcal/mol

Each line ends with the Löwdin charge.
Atoms and positions in Å:
C1 -1.78503 -0.16795 2.60312  -0.02
C2 1.41472 0.79752 1.49947  -0.03
C3 0.02660 -0.72472 0.78104  0.02
C4 -0.48778 -0.05984 1.93815  -0.26
N1 1.21101 -0.23230 0.52786  0.11
N2 0.39820 0.88773 2.32761  0.12
H1 1.77736 -0.28012 -0.46376  0.10
H2 2.26718 1.42655 1.70185  0.14
H3 -0.33112 -1.46296 0.07857  0.15
H4 -1.95083 0.72693 3.20679  0.09
H5 -1.91988 -1.06555 3.20399  0.10
H6 -2.59734 -0.08053 1.86825  0.10
C5 -0.37226 0.17335 -2.66634  -0.03
C6 1.16507 -0.15624 -2.90516  -0.70
O1 1.81946 -0.40915 -1.83934  -0.09
O2 1.54972 -0.12410 -4.05588  0.02
H7 -0.69382 0.84567 -3.46029  0.06
H8 -0.54890 0.67076 -1.70588  0.04
H9 -0.94237 -0.76505 -2.64003  0.06

---

Entry 3:
Computed, not measured: an isolated ion of composition C6H9N2O2 and charge +1 at a distorted geometry, with ωB97M-V/def2-TZVPD.

total charge: +1
HOMO: -14.3 eV
SMILES string: C[N+](=C=O)CC(=O)N1CC1
spin multiplicity: 1
ΔE to the lowest compared entry with this formula, charge and spin: 94.6 kcal/mol

Each line ends with the Löwdin charge.
Atoms and positions in Å:
C1 -0.62921 0.38812 0.45971  -0.34
C2 1.01380 2.11612 -1.00696  -0.16
C3 0.67719 -0.19426 -0.18357  0.05
C4 -1.90160 -1.78889 1.28859  -0.06
C5 -2.80377 -0.61209 1.56724  0.00
C6 2.68070 0.58587 -1.55340  0.03
N1 1.45853 0.92968 -0.85738  -0.06
N2 -1.39785 -0.42288 1.23850  -0.01
O1 -0.80885 1.55170 0.13216  0.11
O2 1.07460 3.22488 -1.30676  0.33
H1 1.13205 -0.75453 0.52946  0.10
H2 0.55609 -0.84172 -1.01931  0.13
H3 -1.58383 -2.50645 2.19416  0.16
H4 -1.95683 -2.47561 0.49903  0.09
H5 -3.34291 -0.35778 0.66828  0.13
H6 -2.91863 -0.30214 2.55646  0.11
H7 2.32178 0.14645 -2.42363  0.08
H8 3.19334 1.58965 -1.81084  0.15
H9 3.23540 -0.27612 -0.97175  0.16

---

Entry 4:
Computed, not measured: an isolated ion of composition C6H9N2O2 and charge +1 at a distorted geometry, with ωB97M-V/def2-TZVPD.

total charge: +1
HOMO: -13.7 eV
SMILES string: CC(=O)OCc1[nH]cc[nH+]1
spin multiplicity: 1
ΔE to the lowest compared entry with this formula, charge and spin: 96.0 kcal/mol

Each line ends with the Löwdin charge.
Atoms and positions in Å:
C1 3.32320 -0.47129 0.22259  0.01
C2 2.38668 0.59787 -0.53831  -0.35
O1 2.81010 1.80021 -0.55409  0.06
O2 1.14831 0.24319 -1.21642  -0.07
C3 0.06151 1.07768 -0.69576  -0.08
C4 -1.18473 0.17078 -0.21719  -0.10
N1 -1.51300 -1.16443 -0.67363  0.14
C5 -2.70072 -1.48652 0.13445  0.02
C6 -3.03999 -0.25249 1.04738  0.02
N2 -2.03199 0.77901 0.78354  0.12
H1 3.07212 -0.60215 1.33223  0.10
H2 3.25634 -1.47681 -0.32102  0.09
H3 4.41052 -0.07654 0.16929  0.11
H4 0.41751 1.64071 0.25803  0.15
H5 -0.25569 1.88473 -1.45628  0.16
H6 -1.01599 -1.73492 -1.38992  0.19
H7 -3.26971 -2.47387 0.11228  0.13
H8 -3.91095 -0.16642 1.78672  0.14
H9 -1.96354 1.71126 1.21611  0.18

---

no.,DFT total energy (eV)
1,-13443.7723
2,-13440.7708
3,-13432.9432
4,-13432.8815